{"formula": "C29H30F3N4O3S2Zr", "method": "ωB97M-V/def2-TZVPD", "symbols": ["C", "H", "C", "H", "C", "N", "C", "H", "C", "N", "H", "C", "H", "H", "C", "C", "H", "C", "F", "H", "H", "C", "H", "C", "C", "N", "C", "C", "H", "H", "Zr", "H", "H", "C", "H", "O", "H", "H", "O", "H", "N", "S", "C", "H", "H", "F", "C", "C", "H", "H", "C", "H", "H", "C", "C", "H", "O", "S", "H", "C", "F", "C", "C", "C", "H", "C", "C", "H", "C", "C", "H", "H"], "positions_angstrom": [[-1.020017, 3.009950, -2.447671], [-0.719489, 5.092504, -2.831756], [1.147924, -2.796963, -0.415059], [-2.716586, -8.035085, 2.880956], [-2.343078, -5.708583, 1.621054], [1.404939, -1.664638, 0.520869], [-2.034886, -3.560534, 3.361694], [0.194662, -3.260274, -0.171832], [5.042471, -0.980036, -0.175721], [-1.210846, 0.596674, -1.824609], [6.011904, -1.422023, 0.006697], [-0.756706, 2.690452, 3.503448], [-1.935121, -5.032422, 4.905415], [0.551634, -2.712124, 2.130715], [-2.181292, -7.346003, 3.531968], [2.535516, 0.170105, -0.627296], [-2.472085, -6.543789, 0.943812], [-2.042130, -4.857720, 3.841950], [-3.052348, 2.564802, 4.007208], [-2.015743, 3.007075, -2.866639], [0.312170, 3.201002, 5.272674], [-0.291701, 4.190691, -2.416396], [2.395241, 2.001196, 4.571727], [-2.018543, 3.404043, 3.924345], [-2.188720, -3.357688, 1.994822], [0.442817, 1.361231, 1.938214], [0.352293, 2.680821, 4.325256], [3.684292, 0.754817, -1.159999], [1.954127, -3.527417, -0.330238], [-1.920891, -2.726249, 4.041443], [-0.412727, -0.025628, 0.288130], [-3.130411, -0.221457, -1.720522], [2.474214, 3.100086, -0.796642], [3.899073, -1.588655, 0.324126], [2.369106, 0.775594, 2.389493], [-1.279566, -0.910067, 2.145390], [-1.192008, -1.332426, -2.699805], [5.809569, 0.645260, -1.341026], [-1.725138, -1.700645, -0.003300], [3.608016, 1.638022, -1.775481], [1.232229, 0.622363, -0.798391], [-1.911653, 1.972167, 1.035610], [1.512202, 1.333826, 2.747331], [0.349565, -0.438247, -2.824716], [-1.026890, 0.018701, -3.849025], [-2.343375, 4.370711, 3.059168], [-0.662540, 2.038826, 2.268615], [-2.677585, 0.733739, -1.975974], [1.121622, -2.416279, -1.435732], [-2.927083, 0.985225, -3.008193], [1.490954, -2.216535, 1.897761], [-2.477424, -4.250663, 0.053802], [2.300849, -2.941390, 1.975164], [-0.469785, 1.859187, -1.916055], [4.925035, 0.180370, -0.925921], [3.992407, -2.516384, 0.873241], [-3.656441, -1.291536, 1.497945], [-2.307809, -1.722398, 1.417716], [-2.636021, -7.380785, 4.520945], [0.963117, 4.214245, -1.827690], [-1.867986, 3.973859, 5.126458], [1.514909, 3.060740, -1.291791], [1.515911, 2.007105, 3.945331], [-2.344524, -4.418797, 1.114476], [1.519510, 5.140398, -1.772924], [2.658565, -1.017193, 0.103536], [-2.194861, -5.947340, 2.984449], [-3.052417, 1.506534, -1.310967], [0.817923, 1.856990, -1.357092], [-0.732366, -0.358799, -2.868661], [1.653417, -1.414083, 2.612967], [-1.155324, -7.707201, 3.626884]], "forces_ev_per_angstrom": [[0.1, 0.1, 0.0], [0.0, 0.0, 0.0], [-0.1, 0.2, 0.0], [0.0, 0.0, 0.0], [0.0, 0.0, 0.0], [0.1, 0.1, 0.2], [0.0, -0.1, 0.0], [0.0, -0.1, 0.0], [0.0, 0.0, 0.0], [0.2, 0.0, -0.1], [0.0, 0.0, 0.0], [0.3, 0.1, 0.1], [0.0, 0.0, 0.0], [0.0, 0.0, 0.0], [0.0, 0.0, 0.0], [-0.2, 0.2, -0.1], [0.0, 0.0, 0.0], [0.0, 0.0, 0.0], [-0.1, -0.1, 0.0], [0.0, 0.0, 0.0], [0.0, 0.0, 0.0], [0.0, 0.0, 0.0], [0.0, 0.0, 0.0], [0.1, 0.0, -0.1], [0.2, -0.1, 0.0], [0.1, -0.6, 0.0], [0.0, 0.0, 0.0], [0.1, -0.1, 0.0], [0.0, 0.0, 0.0], [0.0, 0.0, 0.0], [0.5, 1.2, -0.2], [0.0, 0.0, 0.0], [0.0, 0.0, 0.0], [0.0, 0.0, 0.0], [0.0, 0.0, 0.0], [-0.2, -0.2, 0.1], [0.0, 0.0, 0.0], [0.0, 0.0, 0.0], [-0.5, 0.0, 0.2], [0.0, 0.0, 0.0], [-0.2, -0.1, -0.1], [0.3, -0.2, 0.3], [-0.1, 0.2, 0.0], [0.0, 0.0, 0.0], [0.0, -0.1, 0.0], [0.0, 0.1, -0.1], [-0.7, 0.1, -0.3], [0.2, 0.0, 0.1], [0.0, 0.0, 0.0], [0.0, 0.0, 0.0], [-0.1, 0.0, -0.2], [0.0, 0.1, 0.0], [0.0, 0.0, 0.0], [-0.2, -0.2, -0.1], [0.0, 0.0, 0.0], [0.0, 0.0, 0.0], [0.0, 0.2, 0.0], [0.1, -0.4, -0.2], [0.0, 0.0, 0.0], [0.0, 0.0, 0.0], [0.0, 0.1, 0.1], [0.0, 0.0, 0.0], [0.0, 0.0, -0.1], [0.0, -0.1, 0.0], [0.0, 0.0, 0.0], [0.0, 0.0, 0.1], [0.0, 0.0, 0.1], [0.0, 0.0, 0.0], [0.3, -0.3, 0.0], [-0.1, 0.1, 0.1], [0.0, 0.0, 0.0], [0.0, 0.0, 0.0]], "lumo_energy_ev": -2.8, "homo_lumo_gap_ev": 7.612, "e_tot_ha": -2710.861734, "total_charge": 1}


{"formula": "C9H13NS", "method": "ωB97M-V/def2-TZVPD", "symbols": ["H", "H", "H", "H", "C", "H", "S", "C", "H", "H", "C", "N", "H", "C", "H", "H", "C", "C", "H", "H", "H", "C", "C", "C"], "positions_angstrom": [[1.174403, -3.235616, -0.437230], [-1.172567, 2.544764, 0.248286], [0.306939, 1.579867, 0.357156], [-0.763189, 1.218834, -1.808172], [-1.631047, 0.611275, -1.484378], [3.532688, -2.730950, 0.118697], [2.615358, 2.190196, 0.524989], [3.193769, -0.466351, 0.415701], [3.970685, -0.325837, 1.202463], [-2.493327, 1.164379, -1.683764], [2.859746, -1.793656, 0.099091], [-1.457756, 0.316594, -0.035206], [-1.865558, -0.433457, -1.899265], [-0.827797, 1.562127, 0.684576], [1.929486, 0.529347, -0.871946], [-2.689856, -0.436554, 1.700536], [-0.578785, -0.733731, 0.223985], [2.550829, 0.625858, -0.075321], [-3.286437, -0.750381, -0.004581], [-1.138602, 1.295849, 1.736240], [-3.476555, 0.721522, 0.941866], [0.456138, -1.260252, -0.224675], [-2.757032, -0.025824, 0.604441], [1.548459, -2.167994, -0.333498]], "forces_ev_per_angstrom": [[1.1, 1.4, -0.3], [-0.5, -1.2, 0.7], [-2.0, -0.3, 1.5], [-0.3, -1.1, -0.2], [0.6, -2.3, -0.4], [-0.6, 2.0, 0.5], [0.2, 0.3, 0.0], [1.7, -1.4, 1.2], [-0.4, 0.0, -0.9], [-1.5, 1.2, 0.2], [-1.7, -2.2, -1.3], [-0.8, 2.4, 1.1], [1.1, 1.7, -0.2], [0.9, -0.3, -0.8], [-1.6, -0.7, -2.5], [1.0, 0.0, -2.3], [1.7, -1.0, -0.6], [1.1, 1.4, 2.3], [0.2, -0.2, 0.0], [1.2, 1.2, -0.9], [0.4, 1.2, -1.4], [0.2, -1.1, 0.8], [-1.4, -1.1, 2.9], [-0.4, 0.2, 0.6]], "lumo_energy_ev": [0.0, 0.0], "homo_lumo_gap_ev": [6.482, 6.481], "e_tot_ha": -803.415096, "smiles": "C[N+](C)(C)C#C/C=C\\C=C\\[S-]"}